A 2-piece molecular cluster, C4H9NO overall at a distorted geometry, computed with the ωB97M-V functional and the def2-TZVPD basis.

Its charge is 0. The orbital gap comes out at 9.57 eV. For the LUMO energy, the calculation gives 0.768 eV. The multiplicity is 1. For the energy above the lowest of the compared OMol25 structures with the same formula, charge and spin, the calculation gives 3.812 eV. For the energy, the calculation gives -287.692374 Eh.

```
15
C4H9NO the ωB97M-V functional and the def2-TZVPD basis
C 1.547 1.839 0.159
C 0.980 0.697 2.114
N 1.817 1.456 1.564
H 2.553 1.756 -0.290
H 0.940 1.150 -0.183
H 1.174 2.906 0.012
H 1.419 -0.034 2.720
H -0.177 0.833 2.121
O -1.750 -0.101 -1.354
C -1.325 -1.228 -1.638
C -1.212 -2.393 -0.715
H -0.932 -1.368 -2.605
H -1.230 -3.416 -1.231
H -0.307 -2.332 -0.116
H -2.096 -2.365 -0.064
```